(1)
14
Properties=species:S:1:pos:R:3:forces:R:3 method="wB97M-V/def2-TZVPD" e_above_lowest_kcal_mol=80.3 homo_ev=-8.7 e_lumo_ev=0.323 smiles="CC1SNC(=O)NS1" largest_force_ev_per_a=7.12 orbital_gap_ha=0.330
S -0.416283 1.742236 -0.524830 0.7735 -2.0361 0.1581
S 1.476346 -0.247630 0.703701 3.9789 0.8885 1.4547
O -0.944695 -2.137161 -1.435480 1.5879 3.1753 2.5760
N 0.808786 -1.396519 -0.182087 -0.8921 3.2287 -3.0306
N -0.616082 0.164812 -1.279851 -1.0965 -1.4296 -0.3623
C -1.034624 0.546234 1.928380 1.3751 -5.3717 0.0185
C -0.319870 -1.172959 -0.852380 -2.8198 -0.8495 -5.5942
C 0.241872 0.829226 0.948989 -4.9087 3.3512 2.0005
H 0.766774 1.584745 1.507490 0.3227 0.6139 0.3016
H -1.468254 0.083140 -1.852044 0.6239 0.1727 0.4550
H 0.757076 -2.206143 0.211041 -0.0410 -6.4920 2.9207
H -1.883136 -0.269708 1.736180 2.2638 1.1977 -0.7377
H -0.581456 0.123737 2.856982 -0.1723 0.3292 -0.4638
H -1.667638 1.274776 2.245860 -0.9954 3.2218 0.3035

---

(2)
17
Properties=species:S:1:pos:R:3:forces:R:3 method="wB97M-V/def2-TZVPD" e_above_lowest_kcal_mol=13.0 homo_ev=-10.1 e_lumo_ev=0.434 smiles="CNC(N)=O.O.O" largest_force_ev_per_a=2.49 orbital_gap_ha=0.386
O -1.553272 -1.921002 3.024348 0.5192 0.0547 -0.2420
O 1.291519 0.817999 -0.422712 0.8369 -0.8885 -0.2857
O 1.924081 -1.039743 1.612709 -0.2889 -0.2619 -0.0394
N -0.608059 0.973934 -1.608581 0.1323 -1.4828 0.3081
N 0.568171 -1.030823 -1.582930 -0.1586 -1.7559 -0.6882
C 0.509094 0.244921 -1.167574 -1.0672 2.1592 0.6289
C -0.990446 2.142124 -0.843143 0.7437 0.9992 -0.5833
H -0.082910 2.565127 -0.420341 0.0214 -0.1914 0.1706
H 1.350234 -1.661737 -1.545792 0.5173 0.7164 0.5670
H -1.364795 0.362163 -1.873595 -0.1876 0.2410 -0.2648
H -1.311139 2.908855 -1.549206 -0.4958 -0.0638 0.1455
H -1.095049 -1.575382 2.246221 -0.2688 0.0414 0.0155
H -1.701174 2.000827 -0.035814 -0.2393 -0.3037 -0.0469
H 2.667412 -0.436512 1.682734 0.0753 0.0682 0.0467
H -0.794408 -2.181788 3.559724 -0.1756 -0.0747 0.2194
H -0.218263 -1.525996 -1.968822 -0.2764 0.5911 -0.1187
H 1.408998 -0.642972 0.892769 0.3120 0.1516 0.1674

---

(3)
182
Properties=species:S:1:pos:R:3:forces:R:3 method="wB97M-V/def2-TZVPD" homo_ev=-9.8 e_lumo_ev=-0.026 smiles="CCOS(C)(=O)=O.CCOS(C)(=O)=O.CCOS(C)(=O)=O.CCOS(C)(=O)=O.CCOS(C)(=O)=O.CCOS(C)(=O)=O.c1ccccc1.CCCCCC.CCCCCC.CCCCCC.CCCCCC" largest_force_ev_per_a=4.91 orbital_gap_ha=0.358
S 0.059062 3.217075 5.905851 1.8904 -0.7048 -0.0122
S 2.338222 6.973065 2.940151 1.2917 -0.1365 -1.8016
S -4.286138 4.365845 3.773251 0.1094 0.3677 0.1115
S 5.732402 -1.096705 -4.397819 -0.1899 3.3364 0.5659
S 0.960082 -0.767535 -0.845489 -0.3671 2.3985 -0.7788
S -1.225578 -3.653105 -5.512579 -0.8620 0.7057 1.1813
O -0.158378 -3.663925 -6.485899 -1.2193 0.4453 1.1334
O -0.949518 -3.613485 -4.053659 -0.3300 0.0242 -2.9298
O 6.022332 0.343495 -4.205679 -0.2199 -2.4567 -0.5458
O 0.064402 2.036845 6.772251 -0.7727 2.0023 -1.3247
O -5.663038 4.201275 2.826341 0.5658 -0.3581 1.3200
O -3.122978 3.752815 3.104651 -2.1206 1.3081 0.9219
O 2.384402 -1.061415 -1.139799 -3.2586 0.2390 1.3625
O 2.878672 8.242725 2.318501 -2.1824 -3.8830 2.0694
O 1.316042 6.247075 1.868541 1.7160 1.2440 1.6008
O 0.403382 0.524925 -1.371799 1.2885 -3.1300 1.3283
O 5.701032 -1.652255 -5.734879 0.4996 -0.0033 1.9289
O 0.673032 -0.811785 0.784891 0.5933 -0.2430 -1.6705
O -4.223278 5.780455 4.234531 -0.0043 -3.1721 -0.9695
O 6.875092 -1.879325 -3.442529 -2.3260 0.4875 -2.2357
O -2.272568 -2.406555 -5.859169 1.9222 -2.2786 0.4029
O 1.700842 6.900575 4.253971 0.9116 0.6397 -1.4373
O -0.450778 3.194105 4.543391 0.1185 -0.2493 1.4996
O -0.637828 4.427195 6.712851 0.2824 -1.0160 0.0192
C 6.053122 3.864535 -3.739859 -1.3060 -0.0082 0.7454
C -6.761018 5.979755 1.446761 0.1203 -0.3112 1.7774
C -4.649388 -1.164255 4.406571 -0.4578 0.1360 -0.2608
C -1.481258 -7.049295 -1.544949 0.0942 -0.4342 -1.5862
C -1.708378 3.347995 -3.932289 1.6827 0.9251 -2.1196
C 1.566122 -7.220365 -4.112349 -2.2214 -1.5358 -0.9650
C -0.150328 -2.074995 -1.423059 0.1296 -0.0108 -0.0164
C -5.087858 3.920145 -2.700519 -0.7623 -0.7810 -0.0761
C 1.052342 -7.944755 -5.450479 0.9335 1.5572 0.5359
C 3.732162 5.681455 2.908001 -0.2229 1.1619 0.3578
C 6.302612 5.315565 -3.340359 0.4738 -0.4417 -0.7282
C -5.720348 4.838245 1.537981 0.5443 1.5018 -0.0975
C -4.537108 -0.280585 3.321851 0.5472 -0.7265 1.5879
C -0.749878 5.727525 6.106531 -0.0428 2.0448 0.1863
C -3.650048 -0.785075 -5.081129 -0.0516 -0.0565 1.0486
C -5.663918 -2.152175 4.415031 1.3547 0.9729 0.6469
C -5.437678 -0.408995 2.309911 1.5052 2.0612 -1.7847
C -4.936498 3.193305 5.122851 0.2646 1.1385 -1.9309
C -6.514648 -2.237055 3.348711 0.1475 -0.6717 0.4015
C 4.094172 -1.293515 -3.583699 0.3070 -2.2300 -0.1874
C 2.346182 -5.698415 1.928781 -1.1512 1.4778 0.5388
C -2.322448 -5.027915 -5.801049 0.8569 -0.6008 0.7231
C -1.838998 6.603795 6.798681 0.4338 -1.2600 -0.8962
C -2.828788 2.822285 -1.844159 -2.4878 2.6418 2.3513
C 3.635872 -7.200025 3.468941 0.3840 -0.2299 -0.1840
C 2.001672 -4.291735 2.537401 -1.5401 -0.1934 -1.6919
C 7.313302 -1.228635 -2.276009 1.4452 -0.3949 2.5583
C 3.742712 2.099395 -0.913549 -0.5291 0.5195 -0.0449
C -0.683778 -6.757715 -2.821169 0.8579 -0.2095 0.2274
C 0.450002 -4.144105 2.787621 0.2404 -0.3804 -0.0624
C -3.752488 4.071785 -1.927919 -1.1756 -0.1155 1.1404
C -0.621898 -0.391195 1.316341 0.0380 0.9176 1.3182
C 2.251802 -6.791585 2.958831 1.2270 -1.9524 -0.1624
C -6.385088 -1.329235 2.322441 -3.1660 -2.3477 -0.2080
C 3.941412 1.954635 0.579391 1.7324 -1.4780 0.1392
C -0.556618 1.098685 1.819651 -0.0287 -0.7940 -1.4008
C 3.718472 -8.593665 4.186741 0.3314 1.8441 0.0327
C 0.582042 -7.549265 -2.904959 2.7769 0.1256 0.4676
C 4.891332 2.907305 -1.552819 -0.1156 0.7985 -0.0711
C 4.740212 3.371525 -3.016549 0.7407 -1.5179 0.1362
C 0.776422 4.518955 0.555141 0.1600 -0.7029 0.1625
C 1.832662 3.765405 5.748331 -2.0844 1.1483 -0.0127
C 6.523442 -1.679425 -1.014019 -0.2968 -0.0980 -0.3484
C -3.449348 -2.303135 -5.037729 -0.6013 1.8212 -0.5668
C -5.943008 2.617825 -2.402579 1.6780 0.6058 -0.4526
C -0.809908 -6.572145 -0.273019 -0.9423 0.2722 0.9052
C 0.969342 4.815055 2.036421 -1.4659 0.8908 -0.7916
C -2.501298 2.398085 -3.170089 0.3770 -2.8148 -0.5174
H -4.377758 3.300895 6.052551 -0.1988 0.3492 -0.2059
H -1.493638 1.459905 2.243461 -0.0154 -0.3064 0.1959
H 3.211072 -8.332675 5.115461 0.1264 -0.9075 0.3945
H -4.340508 -2.715175 -5.511189 0.3786 -0.6621 -0.3958
H 1.466892 -6.155925 -4.325019 0.0938 0.1336 0.0568
H 1.697382 4.664965 5.147841 0.2186 -0.0269 -0.4132
H 2.636872 -4.002895 3.374771 -0.1989 -0.2854 0.1627
H 0.013022 -5.012095 3.281321 0.2324 0.0121 0.5106
H 0.168342 -3.089195 -1.182309 0.4694 0.2408 0.1283
H 3.828802 5.146785 1.963071 -0.4753 0.2661 -0.0732
H -5.979448 3.508205 5.088381 0.0638 -0.1651 0.7608
H -3.973658 -1.091605 5.245921 0.0722 0.0259 0.0672
H -0.897688 5.656675 5.028931 -0.2136 -0.2425 0.1181
H -3.788278 0.494255 3.249231 0.2629 -0.0630 0.2413
H 0.065672 -5.941705 -0.427979 -0.0556 -0.0193 -0.0558
H -6.851678 6.450905 0.468031 -0.0915 -0.4914 -0.0363
H 3.488132 1.013775 0.891511 -0.3709 0.2271 0.4284
H 3.614712 -2.175415 -4.008509 0.2731 -0.2274 -0.4388
H -1.425348 2.922425 -4.895029 0.0740 -0.2846 -0.1370
H 3.803702 2.747455 1.314641 -0.7024 0.3567 -0.5063
H 0.441542 -8.613785 -2.717459 -0.1521 -0.2453 -0.5772
H 2.159712 4.185065 6.699661 0.3030 -0.8315 0.1444
H -3.396298 -2.705695 -4.026179 0.6211 -0.0257 -0.1117
H -0.338018 -5.732385 -2.689819 -0.4719 0.3926 -0.8449
H 0.096372 -3.239095 3.281581 0.5439 0.0193 0.4730
H -0.376148 1.719135 0.941821 0.0075 -0.0117 -0.0478
H 5.451692 -1.512235 -1.121279 0.0103 -0.2558 -0.1754
H -1.219958 -6.972425 -3.745559 -0.5938 0.5735 0.1316
H -0.595278 -7.320575 0.489801 0.4901 -0.4631 -0.5000
H -0.261908 -1.991175 -2.504089 0.1999 0.1476 0.0903
H -3.309308 5.016515 -2.242839 0.4714 -0.2589 -0.2918
H 1.783222 -7.741695 -6.233209 0.0154 0.1363 -0.1393
H 1.585572 -6.663695 3.811991 -0.1203 0.6746 -0.1062
H 0.266972 1.292355 2.506891 -0.1418 -0.3857 0.1260
H -5.830168 2.406825 -1.339169 -0.2964 -0.3733 -0.0159
H 3.322832 -0.534055 -3.711569 0.9622 0.6788 0.0715
H -4.042898 4.274375 -0.897039 -0.0533 0.1303 0.2978
H 1.141932 -7.243385 -2.021189 0.2732 -0.0491 0.3245
H 4.422832 2.418685 -3.440169 -0.4173 0.3074 -0.8911
H 3.613042 4.983725 3.736911 -0.2095 0.1616 -0.0791
H 2.631372 -7.413965 -3.986389 -0.2093 -0.2857 0.5801
H 6.038412 5.461815 -2.293029 0.3651 0.2154 -0.0057
H 2.700882 2.408245 -0.998989 0.0354 0.6957 -0.9172
H -4.710618 5.236355 1.437721 -0.0310 0.0443 -0.9580
H 5.090182 3.786835 -0.940469 0.2276 0.0223 0.3590
H -1.129108 -1.938965 -0.963079 0.1299 0.3133 0.0094
H -5.301428 0.175775 1.412201 -0.1856 0.4709 0.0088
H -2.133728 4.299765 -4.250579 -0.3951 0.1001 0.6195
H -2.833438 -5.066025 -6.763099 0.1769 0.4317 0.1637
H -3.131428 -0.306695 -4.250299 -0.1330 0.0077 0.1449
H 1.688532 4.189045 2.564611 0.2711 0.3579 -0.1748
H 5.732902 6.007435 -3.960709 -0.1384 0.0178 0.1201
H -6.592938 6.774145 2.173941 0.7982 0.1646 -0.0992
H -2.963658 -5.118255 -4.924249 -0.2439 0.2065 -0.2678
H -2.032348 3.090095 -1.149849 0.5697 -0.1282 -0.4222
H 4.375182 -7.055035 2.681231 -0.1374 -0.6979 -0.5284
H -1.572318 -6.017955 0.274431 0.1720 0.6402 0.0226
H -1.473518 7.051755 7.722721 -0.2036 -0.5136 0.1903
H 6.737712 -2.733395 -0.837019 -0.3580 -0.1358 -0.2217
H 0.902282 -9.023065 -5.503629 -0.1773 0.0663 0.7452
H -3.164298 -0.373645 -5.965929 -0.5395 -0.1281 -0.1968
H -3.397348 2.039685 -3.676779 -0.1197 0.2618 -0.2362
H 1.871152 -7.694515 2.481441 -0.2290 -0.1214 -0.2074
H -4.880918 3.936775 -3.770569 -0.1198 0.1630 -0.1323
H 3.295032 -9.492575 3.738681 -0.3770 0.4718 -0.4051
H -1.674118 -8.122105 -1.545009 -0.2886 -0.0531 0.2762
H 1.777962 4.605395 0.133791 -0.2173 0.1086 -0.5370
H -0.816858 -1.062795 2.152431 0.5322 -0.0293 0.2357
H 2.435572 3.030125 5.215461 -0.1562 -0.0845 0.5004
H 0.026522 4.813295 2.583401 0.1161 -0.2102 0.1203
H -5.724928 4.771965 -2.462539 0.1745 0.2630 -0.1215
H -6.984608 2.580915 -2.721629 -0.0159 0.7110 0.2066
H -0.148898 -4.116955 1.877301 0.5190 -0.0636 -0.6518
H -4.718548 -0.579205 -5.017629 0.0982 0.4083 -0.1310
H -5.476188 1.845975 -3.014489 0.0928 -0.4877 0.4567
H 0.368792 3.546855 0.277731 0.1591 -0.1617 0.4244
H 5.753792 2.241775 -1.516369 0.2608 0.0794 0.1866
H -7.688808 5.607425 1.881131 -0.4629 -0.3018 -0.8381
H -1.622978 -5.859345 -5.714149 -0.0871 -0.2404 -0.2302
H -1.474168 -0.643995 0.685601 0.2824 0.5872 -0.6977
H -5.755318 -2.779805 5.289181 0.0278 -0.2570 -0.0844
H 5.995662 3.761115 -4.823419 -0.4918 0.1302 -0.0691
H 0.159902 -7.383615 -5.727579 -0.2720 -0.4702 -0.2459
H -7.190228 -1.413465 1.607561 0.3657 0.2776 -0.7267
H 4.772402 -8.818825 4.349961 -0.0452 0.0131 0.4059
H -3.436918 2.119445 -1.274689 0.0878 -0.5245 -0.1801
H -2.067138 7.442735 6.141251 -0.1099 -0.1888 -0.1737
H 6.940912 3.268245 -3.529209 -0.2228 -0.3025 0.6210
H 7.358322 5.471745 -3.562119 0.0610 0.6568 0.4767
H 3.991912 -6.405835 4.125141 -0.0792 -0.1761 0.7462
H -2.407338 -6.517045 -1.762189 -0.3435 -0.1644 0.6641
H -5.975538 4.109705 0.768421 0.3853 -0.2925 0.2467
H -7.198618 -3.069775 3.276911 -0.3935 0.1970 0.0784
H 8.313092 -1.652275 -2.180869 0.1290 -0.1640 0.1599
H 1.654302 -5.961765 1.128751 -0.4109 0.4936 0.0122
H 3.750922 1.101925 -1.352969 0.0408 -0.1036 0.0549
H 0.139952 6.330555 6.287281 0.6149 -0.6574 -0.2597
H 3.953172 4.125515 -3.029769 -0.0428 -0.0089 -0.4916
H 3.282172 -5.617625 1.376051 0.4287 -0.3215 0.5532
H 7.560542 -0.167095 -2.286259 -0.9743 0.1771 -0.7810
H -4.848438 2.184225 4.720211 0.0915 0.1549 -0.0555
H 0.078332 5.251605 0.150191 0.3192 0.1336 -0.0713
H -2.703578 5.945775 6.885931 -0.3074 0.5238 0.4530
H -1.909998 1.495705 -3.014679 0.3287 -0.3366 -0.4914
H 4.658222 6.238715 3.049281 -0.1439 0.1372 0.1046
H 6.708462 -1.219345 -0.043359 0.7485 0.5850 -0.3444
H -0.749118 3.527035 -3.446629 -0.0311 0.2726 0.2113
H 5.010622 1.757605 0.657361 0.3563 -0.2019 0.4432
H 2.204082 -3.593055 1.725621 0.2726 0.3765 0.1404
H 4.253542 -1.636475 -2.561399 -0.0011 0.7921 -0.0326